--- P ---
The following is a quantum chemistry calculation of a 2-piece molecular cluster, C5H15NO overall, from OMol25.

```
22
C5H15NO (wB97M-V/def2-TZVPD)
C 1.228 -1.004 1.131
C 2.495 -0.686 1.963
C 0.519 0.231 0.679
N -0.372 0.098 -0.522
C 0.229 -0.442 -1.723
C -0.685 -0.388 -2.943
H 0.491 -1.525 1.760
H 1.581 -1.636 0.317
H 2.916 -1.601 2.359
H 3.122 -0.099 1.290
H 2.221 -0.004 2.772
H -0.201 0.669 1.364
H 1.272 0.937 0.300
H -1.168 -0.491 -0.297
H 0.507 -1.504 -1.592
H 1.174 0.073 -1.919
H -0.174 -0.927 -3.743
H -0.787 0.633 -3.306
H -1.631 -0.874 -2.717
H -2.421 1.284 0.926
H -2.608 2.712 1.465
O -3.077 1.899 1.193
```

Computed properties:
Orbital gap = 9.8479 eV
HOMO energy = -8.882 eV
LUMO = 0.036 Ha
Total charge = 0
SMILES = CCCNCC.O
Multiplicity = 1

=====

--- Q ---
The following is a quantum chemistry calculation of a 2-piece molecular cluster, C5H15NO overall, from OMol25.

```
22
C5H15NO (wB97M-V/def2-TZVPD)
C 1.303 1.633 -0.960
C 0.255 0.610 -0.513
C 0.867 -0.773 -0.271
C -0.214 -1.829 -0.055
C 1.866 -0.801 0.889
N -0.506 1.062 0.663
H 1.862 1.277 -1.829
H 0.845 2.584 -1.226
H 2.019 1.821 -0.155
H -0.470 0.503 -1.325
H 1.422 -1.045 -1.177
H -0.927 -1.869 -0.877
H -0.750 -1.644 0.874
H 0.235 -2.821 0.032
H 2.705 -0.123 0.717
H 1.405 -0.526 1.843
H 2.262 -1.808 1.009
H 0.129 1.192 1.453
H -0.878 1.987 0.475
H -3.554 -0.547 0.644
H -2.249 0.224 0.370
O -3.129 0.025 -0.009
```

Computed properties:
Orbital gap = 10.8183 eV
HOMO energy = -9.851 eV
LUMO = 0.036 Ha
Total charge = 0
SMILES = CC(C)[C@H](C)N.O
Multiplicity = 1

=====

--- R ---
The following is a quantum chemistry calculation of a 2-piece molecular cluster, C5H15NO overall, from OMol25.

```
22
C5H15NO (wB97M-V/def2-TZVPD)
C -2.197 -1.047 -0.115
N -1.015 -0.567 0.621
C -0.450 -1.733 1.389
C 0.480 -0.965 -1.283
C -0.118 0.036 -0.299
C 1.213 0.753 0.356
H -2.144 -1.518 -1.082
H -2.710 -0.095 -0.446
H -2.890 -1.351 0.610
H 0.610 -1.387 1.734
H -0.840 -1.894 2.410
H -0.428 -2.662 0.753
H -0.405 -1.575 -1.573
H 0.782 -0.281 -2.076
H 1.211 -1.682 -0.841
H -0.526 0.783 -1.006
H 1.762 1.260 -0.415
H 1.866 -0.053 0.614
H 0.933 1.592 1.167
H 1.601 4.922 0.001
H 1.666 3.293 0.063
O 1.600 4.171 -0.582
```

Computed properties:
Orbital gap = 9.4154 eV
HOMO energy = -8.539 eV
LUMO = 0.032 Ha
Total charge = 0
SMILES = CC(C)N(C)C.O
Multiplicity = 1

=====

--- S ---
The following is a quantum chemistry calculation of a 2-piece molecular cluster, C5H15NO overall, from OMol25.

```
22
C5H15NO (wB97M-V/def2-TZVPD)
C -0.080 1.519 -1.134
C 0.086 1.717 0.372
N -0.469 0.684 1.256
C 0.511 -0.320 1.692
C 1.081 -1.271 0.624
C -1.714 0.122 0.838
H 0.526 0.684 -1.473
H -1.110 1.313 -1.414
H 0.198 2.455 -1.619
H -0.372 2.678 0.637
H 1.143 1.787 0.630
H 0.016 -0.879 2.494
H 1.300 0.260 2.178
H 1.558 -2.086 1.166
H 1.885 -0.717 0.132
H 0.342 -1.539 -0.118
H -2.179 -0.442 1.655
H -1.662 -0.580 -0.010
H -2.448 0.868 0.519
H 0.225 -1.893 -3.538
H 0.966 -2.417 -2.313
O 0.198 -1.943 -2.574
```

Computed properties:
Orbital gap = 8.6564 eV
HOMO energy = -7.896 eV
LUMO = 0.028 Ha
Total charge = 0
SMILES = CCN(C)CC.O
Multiplicity = 1

=====

Quick one: most stable of them? Q

=====

--- P ---
The following is a quantum chemistry calculation of a 2-piece molecular cluster, C5H15NO overall, from OMol25.

```
22
C5H15NO (wB97M-V/def2-TZVPD)
C 0.947 2.255 0.650
N 0.222 1.501 -0.377
C -0.756 -1.900 0.974
C 0.073 -0.847 0.252
C -0.691 0.442 0.116
C -1.899 0.399 -0.803
H 0.645 1.978 1.665
H 1.988 2.047 0.557
H 0.752 3.321 0.542
H -0.373 2.150 -0.874
H -1.097 -1.468 1.922
H -1.679 -2.203 0.498
H -0.264 -2.821 1.267
H 0.424 -1.240 -0.708
H 0.936 -0.624 0.886
H -1.073 0.692 1.125
H -2.407 1.356 -0.790
H -2.520 -0.434 -0.479
H -1.525 -0.056 -1.731
H 2.682 -0.869 -2.009
H 2.595 -2.268 -1.396
O 3.022 -1.410 -1.288
```

Computed properties:
Orbital gap = 9.7768 eV
HOMO energy = -8.816 eV
LUMO = 0.035 Ha
Total charge = 0
SMILES = CC[C@H](C)NC.O
Multiplicity = 1

=====

--- Q ---
The following is a quantum chemistry calculation of a 2-piece molecular cluster, C5H15NO overall, from OMol25.

```
22
C5H15NO (wB97M-V/def2-TZVPD)
C -1.248 0.112 1.535
C -0.113 1.126 1.421
N 1.037 0.850 0.581
C 1.656 -0.441 0.825
C 1.015 -1.738 0.285
C 0.717 1.038 -0.841
H -0.999 -0.570 2.344
H -1.540 -0.494 0.675
H -2.177 0.628 1.807
H -0.581 2.064 1.108
H 0.227 1.370 2.422
H 2.629 -0.405 0.342
H 1.939 -0.495 1.871
H -0.028 -1.928 0.452
H 1.216 -1.703 -0.783
H 1.596 -2.624 0.566
H 0.229 0.140 -1.231
H 0.092 1.900 -1.055
H 1.666 1.264 -1.348
H -1.664 -0.154 -3.539
H -3.081 0.025 -4.131
O -2.589 0.037 -3.307
```

Computed properties:
Orbital gap = 9.0511 eV
HOMO energy = -8.297 eV
LUMO = 0.028 Ha
Total charge = 0
SMILES = CCN(C)CC.O
Multiplicity = 1

=====

Quick one: most stable of them? P

=====

--- P ---
The following is a quantum chemistry calculation of the molecule C8H17N5O3, from OMol25.

```
33
C8H17N5O3 (wB97M-V/def2-TZVPD)
C 2.954 0.989 -0.521
C 2.332 -0.376 -0.315
C 0.185 -1.632 -0.334
C -1.199 -1.541 -1.013
C 0.010 -1.971 1.189
C -0.153 -0.847 2.151
C -1.293 0.163 1.901
C -1.318 1.810 0.018
H 2.709 2.890 0.173
H 1.365 2.213 -0.422
H 3.959 0.933 -0.090
H 3.073 1.155 -1.621
H 0.560 0.313 -0.828
H 0.661 -2.529 -0.837
H 0.917 -2.526 1.537
H -0.817 -2.714 1.258
H 0.802 -0.279 2.229
H -0.328 -1.325 3.125
H -2.120 -0.355 1.372
H -1.631 0.523 2.882
H 0.244 1.358 1.159
H -1.140 2.597 -1.677
H -3.083 1.918 0.898
H -3.095 2.427 -0.760
H -2.143 -0.687 -2.409
N 2.169 2.023 0.168
N 0.999 -0.442 -0.561
N -0.767 1.290 1.147
N -0.542 2.300 -0.893
N -2.693 1.814 -0.041
O 2.982 -1.354 -0.043
O -2.160 -2.279 -0.796
O -1.222 -0.664 -2.060
```

Computed properties:
Orbital gap = 9.5073 eV
HOMO energy = -8.991 eV
LUMO = 0.019 Ha
Total charge = 0
SMILES = [H]/N=C(\N)NCCC[C@H](NC(=O)CN)C(=O)O
Multiplicity = 1

=====

--- Q ---
The following is a quantum chemistry calculation of C8H17N5O3 as an isolated structure, from OMol25.

```
33
C8H17N5O3 (wB97M-V/def2-TZVPD)
C 2.216 -0.226 -0.254
C 1.872 1.212 0.448
C 1.123 -0.384 -1.262
C -0.345 -0.267 -0.740
C -1.035 -1.690 -0.602
C -2.648 -2.734 0.878
C 1.490 3.551 0.271
C -0.097 3.734 -0.221
H 1.856 -0.802 1.620
H 3.352 -1.821 0.843
H 2.996 -0.370 -0.873
H 1.304 -1.385 -1.835
H 1.177 0.307 -2.087
H 0.022 0.018 0.520
H -0.932 0.678 -1.243
H -0.238 -2.394 -0.133
H -1.180 -2.207 -1.637
H -2.278 -0.693 0.692
H -3.434 -2.309 2.649
H -3.192 -4.617 0.198
H -2.251 -3.728 -0.896
H 2.338 2.349 -1.285
H 1.220 3.336 1.341
H 2.171 4.329 -0.013
H -1.576 4.821 -0.020
N 2.175 -1.341 0.779
N -2.276 -1.593 0.228
N -3.372 -3.053 1.990
N -2.405 -3.932 0.035
N 1.968 2.272 -0.374
O 1.289 1.384 1.587
O -0.717 2.622 -0.485
O -0.595 4.935 -0.118
```

Computed properties:
Orbital gap = 8.4509 eV
HOMO energy = -8.198 eV
LUMO = 0.009 Ha
Total charge = 0
Multiplicity = 1

=====

Quick one: most stable of them? P

=====

--- P ---
The following is a quantum chemistry calculation of a 2-piece molecular cluster, C4H5IN2O overall, from OMol25.

```
13
C4H5IN2O (wB97M-V/def2-TZVPD)
C -0.333 -0.814 -1.115
C -0.813 -1.699 0.734
C -0.441 0.275 -0.242
C -0.072 1.608 -0.340
N -0.697 -1.999 -0.610
N -0.823 -0.380 0.996
O 1.949 1.845 0.251
I 2.869 0.109 0.160
H -0.108 -0.680 -2.135
H -0.752 -2.584 1.435
H 0.148 1.837 -1.313
H -0.438 2.350 0.349
H -0.488 0.131 1.832
```

Computed properties:
Orbital gap = 7.4709 eV
HOMO energy = -8.393 eV
LUMO = -0.034 Ha
Total charge = 0
Multiplicity = 1

=====

--- Q ---
The following is a quantum chemistry calculation of the molecule C4H5IN2O, from OMol25.

```
13
C4H5IN2O (wB97M-V/def2-TZVPD)
C 0.168 -0.428 -0.030
C 1.428 0.003 0.044
C -1.030 0.405 -0.080
C -0.186 -2.018 -0.094
N 0.530 2.295 -0.246
N -0.641 1.778 0.044
O -2.134 -0.010 -0.162
I 3.306 -0.520 0.014
H 0.804 -2.442 -0.156
H -0.874 -2.078 -0.948
H -0.765 -2.512 0.690
H 0.807 3.182 0.402
H -1.413 2.345 0.522
```

Computed properties:
Orbital gap (alpha / beta) = 7.3336 / 8.0125 eV
HOMO energy (alpha / beta) = -7.763 / -8.245 eV
LUMO (alpha / beta) = -0.016 / -0.009 Ha
Total charge = 0
Multiplicity = 1

=====

Quick one: most stable of them? P

=====

--- P ---
The following is a quantum chemistry calculation of the molecule C2H4OS3, from OMol25.

```
10
C2H4OS3 (wB97M-V/def2-TZVPD)
C 0.670 0.809 0.141
C 1.636 -0.395 0.014
O -0.844 -1.309 -0.647
S -2.975 0.249 0.850
S 0.904 2.272 0.681
S -1.004 0.129 -0.628
H 2.623 -0.274 0.465
H 1.975 -0.393 -1.079
H 0.997 -1.338 0.283
H -3.982 0.250 -0.078
```

Computed properties:
Orbital gap (alpha / beta) = 7.1406 / 7.1421 eV
HOMO energy (alpha / beta) = -8.931 / -8.932 eV
LUMO (alpha / beta) = -0.066 / -0.066 Ha
Total charge = 0
Multiplicity = 1

=====

--- Q ---
The following is a quantum chemistry calculation of a 2-piece molecular cluster, C2H4OS3 overall, from OMol25.

```
10
C2H4OS3 (wB97M-V/def2-TZVPD)
C 0.477 -0.871 2.696
C -0.237 -0.105 -0.506
O -0.284 -0.706 3.516
S 0.231 -1.450 -1.764
S -1.571 0.992 -1.100
S 1.194 0.809 0.196
H -0.535 -0.815 0.369
H 0.829 -0.872 -2.853
H -0.580 1.611 -1.712
H 0.476 1.407 1.157
```

Computed properties:
Orbital gap = 9.4734 eV
HOMO energy = -8.989 eV
LUMO = 0.018 Ha
Total charge = 0
Multiplicity = 1

=====

--- R ---
The following is a quantum chemistry calculation of a 2-piece molecular cluster, C2H4OS3 overall, from OMol25.

```
10
C2H4OS3 (wB97M-V/def2-TZVPD)
C 2.331 -0.014 -0.332
C -0.658 -0.171 0.104
O 2.432 1.154 -0.403
S -0.458 1.543 0.820
S -1.247 -0.424 -1.516
S -1.552 -1.151 1.274
H 3.040 -0.746 -0.671
H -0.815 1.213 2.130
H -1.319 0.889 -1.901
H -1.754 -2.292 0.493
```

Computed properties:
Orbital gap (alpha / beta) = 7.9118 / 7.7152 eV
HOMO energy (alpha / beta) = -8.171 / -7.409 eV
LUMO (alpha / beta) = -0.010 / 0.011 Ha
Total charge = 0
Multiplicity = 1

=====

Quick one: most stable of them? Q